Entry from OMol25: C33H37Cl2GeOOsS3SeSi as an isolated structure at a distorted geometry (wB97M-V/def2-TZVPD).

Values from the calculation:
**ΔE to the lowest compared entry with this formula, charge and spin**: 0.8537 eV
**E**: -8328.42797 hartree
**Net charge**: -2
**⟨S²⟩**: 0.7784
**Spin multiplicity**: 2
**Kohn-Sham gap (spin up / spin down)**: 5.21 / 4.98 eV

The geometry in XYZ format:
```
80
Properties=species:S:1:pos:R:3:forces:R:3:lowdin_spin:R:1
Os 0.0577 0.7348 -0.7027 -0.80 -1.93 0.43 0.49
Cl -0.2999 -1.6675 -1.0494 -0.50 -0.22 0.14 0.01
C 0.0945 -2.0979 -2.6775 0.16 -0.08 0.07 0.00
C 0.1584 -3.4359 -3.0168 -0.04 -0.06 0.06 0.00
C 0.4629 -3.7874 -4.3204 -0.04 0.03 -0.04 0.00
C 0.6684 -2.7826 -5.2576 -0.04 0.06 0.00 0.00
C 0.6048 -1.4541 -4.8770 -0.01 0.02 -0.07 0.00
Cl 0.8588 -0.2452 -6.1114 0.01 -0.06 0.07 0.00
C 0.3495 -1.0484 -3.5539 0.25 0.22 -0.05 0.00
S 0.3449 0.6352 -3.0894 0.20 0.45 0.44 0.03
H -0.0247 -4.1894 -2.2603 0.01 0.04 -0.01 0.00
H 0.5334 -4.8290 -4.6056 -0.01 0.01 -0.01 0.00
H 0.8755 -3.0196 -6.2928 0.04 0.01 0.01 0.00
C 0.6387 2.2847 0.2493 -0.06 0.92 -0.57 0.07
Ge -2.0198 1.9547 -1.1336 1.13 1.20 -0.84 0.00
C -2.6984 3.3267 0.1390 -0.21 -0.38 0.46 0.00
C -2.4070 4.6838 -0.0042 -0.07 -0.02 0.08 0.00
C -2.9154 5.6273 0.8832 -0.03 -0.09 -0.03 0.00
C -3.7300 5.2372 1.9374 0.06 -0.04 -0.04 0.00
C -4.0109 3.8889 2.1168 0.02 0.03 -0.03 0.00
C -3.4907 2.9524 1.2316 0.05 0.02 -0.04 0.00
C -1.4919 3.2668 -2.5983 -0.20 0.07 -0.11 0.00
C -2.4432 3.7923 -3.4809 0.11 0.01 0.05 0.00
C -2.1057 4.7194 -4.4629 -0.02 -0.07 0.05 0.00
C -0.7933 5.1556 -4.5847 0.00 0.00 0.05 0.00
C 0.1667 4.6614 -3.7109 -0.08 -0.06 0.04 0.00
C -0.1804 3.7305 -2.7353 -0.04 0.12 -0.09 0.00
C -3.6469 1.2895 -2.0566 -0.08 -0.58 0.27 0.00
C -3.4712 0.5532 -3.2336 -0.05 -0.02 -0.02 0.00
C -4.5570 0.1126 -3.9784 -0.02 0.07 0.05 0.00
C -5.8529 0.3878 -3.5524 0.05 -0.02 0.06 0.00
C -6.0469 1.0916 -2.3725 0.08 0.06 0.00 0.00
C -4.9514 1.5359 -1.6323 -0.03 0.01 -0.12 0.00
H -1.7682 5.0118 -0.8138 0.00 0.01 0.01 0.00
H -2.6691 6.6741 0.7491 0.03 0.00 0.01 0.00
H -4.1247 5.9752 2.6263 -0.01 0.01 0.01 0.00
H -4.6320 3.5708 2.9472 0.01 -0.03 0.01 0.00
H -3.7028 1.8987 1.3985 -0.02 0.01 -0.01 0.00
H -3.4777 3.4731 -3.4036 0.00 0.00 -0.02 0.00
H -2.8702 5.0966 -5.1351 0.01 0.00 0.01 0.00
H -0.5236 5.8762 -5.3495 0.01 -0.01 0.00 0.00
H 1.1952 4.9954 -3.7891 0.00 -0.01 0.01 0.00
H 0.5867 3.3565 -2.0689 0.02 0.00 0.06 0.00
H -2.4624 0.3466 -3.5815 -0.03 0.01 0.01 0.00
H -4.3947 -0.4387 -4.8976 0.02 -0.01 0.00 0.00
H -6.7041 0.0507 -4.1335 0.00 -0.01 0.00 0.00
H -7.0527 1.3084 -2.0299 -0.01 0.00 0.01 0.00
H -5.1209 2.1062 -0.7256 -0.01 -0.01 0.00 0.00
C 1.6482 1.7070 3.9822 -0.09 0.03 -0.02 0.00
C 1.2006 0.6038 3.0298 0.13 0.17 0.11 0.00
S -0.5216 0.8216 2.5954 -0.17 -0.04 -0.34 0.00
O -0.8152 -0.1168 1.4196 0.42 0.61 0.00 0.00
C -1.2880 -0.0686 3.9686 -0.04 -0.18 -0.05 0.00
C -0.9539 -1.5545 4.0162 -0.03 0.05 0.01 0.00
H 2.7035 1.5728 4.2264 -0.02 -0.03 0.00 0.00
H 1.0767 1.7061 4.9167 0.06 -0.04 0.01 0.00
H 1.5295 2.6856 3.5144 0.01 -0.02 0.00 0.00
H 1.3500 -0.3946 3.4338 0.02 -0.05 -0.06 0.00
H 1.7213 0.6638 2.0717 0.04 -0.03 0.00 0.00
H -2.3552 0.0739 3.7842 0.00 0.04 0.12 0.00
H -1.0144 0.4670 4.8813 -0.04 -0.02 -0.02 0.00
H -1.0723 -1.9874 3.0226 0.00 0.00 0.02 0.00
H -1.6231 -2.0728 4.7062 -0.01 0.02 -0.01 0.00
H 0.0683 -1.7360 4.3457 0.00 0.00 0.01 0.00
S 1.1617 4.7392 1.6800 0.00 0.08 0.06 0.21
C 0.8668 3.3613 0.8564 0.09 -0.42 -0.03 0.17
C 1.5128 -3.6485 1.0136 -0.12 -0.13 0.03 0.00
Si 3.0420 -2.5515 1.1428 0.06 0.13 -0.07 0.00
C 4.5017 -3.6010 0.5542 0.07 -0.15 0.00 0.00
C 3.3431 -2.3593 3.0151 0.04 0.03 0.13 0.00
Se 2.9614 -0.6552 0.0219 -0.22 0.21 -0.19 -0.01
H 1.6070 -4.5493 1.6345 0.03 0.06 -0.03 0.00
H 1.3441 -3.9572 -0.0222 0.00 0.01 0.05 0.00
H 0.6294 -3.0925 1.3426 0.03 -0.05 -0.02 0.00
H 4.5431 -4.5705 1.0695 0.00 0.07 -0.02 0.00
H 5.4345 -3.0640 0.7519 -0.03 -0.03 -0.03 0.00
H 4.4406 -3.7797 -0.5225 0.00 0.03 0.04 0.00
H 4.0386 -3.1275 3.3761 -0.08 0.02 -0.01 0.00
H 2.4149 -2.4571 3.5902 0.05 0.03 -0.04 0.00
H 3.7793 -1.3800 3.2317 -0.03 -0.06 -0.01 0.00
```
Forces are in eV/Å.


Entry from OMol25: a 6-piece molecular cluster, C33H37ClF20NO13 overall at a distorted geometry (wB97M-V/def2-TZVPD).

Values from the calculation:
**E**: -4770.24807 hartree
**Net charge**: -1
**Kohn-Sham gap**: 7.03 eV

The geometry in XYZ format:
```
105
Properties=species:S:1:pos:R:3:forces:R:3:mulliken_charge:R:1
C 2.1461 9.0583 1.7865 0.08 0.16 0.15 -1.35
C 3.3543 8.3836 1.1227 -1.00 0.40 0.71 -0.20
C 2.8529 7.2080 0.3026 0.63 0.72 -0.67 0.57
Cl 2.0069 7.9231 -1.1816 -0.14 -0.11 0.07 -0.27
N 3.8610 6.2971 -0.2083 -0.70 0.05 0.53 0.04
O 5.0754 7.0028 -0.3464 0.51 -0.16 -0.39 -0.54
C 4.0624 5.1275 0.6415 0.35 -0.26 0.50 -0.40
C 4.0822 5.4509 2.1599 -0.43 -0.08 1.28 0.30
O 2.9907 5.6193 2.7739 0.39 -0.06 -0.82 -0.59
O 5.2263 5.5286 2.6435 0.31 0.25 -0.32 -0.80
C 3.1553 3.9571 0.2757 0.12 0.90 -0.42 0.95
F 3.6312 3.4430 -0.9083 0.02 -0.19 -0.15 -0.41
F 3.3460 2.9689 1.1849 -0.11 -0.23 0.46 -0.28
C 1.6938 4.2688 0.0953 1.03 -0.60 -0.33 0.01
C 1.1829 4.2912 -1.1685 0.99 -0.18 -1.11 -0.70
C -0.1308 4.5380 -1.3708 -1.47 0.15 -1.43 -1.10
C -0.9702 4.7841 -0.3369 -1.28 0.36 0.45 -0.88
C -0.4528 4.7885 0.9287 -0.90 -0.08 0.85 0.01
C -1.3283 5.0983 2.1060 0.32 0.60 -0.36 0.71
F -2.4431 4.3436 2.1394 -0.23 -0.08 0.03 -0.24
F -1.7307 6.3918 2.0259 -0.33 -0.04 0.14 -0.29
F -0.7192 4.9660 3.2851 -0.04 -0.17 0.08 -0.28
C 0.8539 4.5170 1.1391 0.82 -0.31 1.87 0.17
H 1.4041 9.3723 1.0567 -0.08 -0.04 -0.08 0.31
H 2.4402 9.9467 2.3473 0.14 0.02 -0.01 0.42
H 1.6861 8.3783 2.5018 -0.10 -0.12 -0.02 0.28
H 3.8864 9.1235 0.5369 0.24 -0.21 -0.25 0.43
H 3.9687 8.0371 1.9526 0.34 -0.26 -0.21 0.27
H 2.0817 6.7073 0.8684 0.02 -0.35 -0.14 -0.38
H 5.5957 6.8587 0.4618 -0.24 0.05 0.23 0.41
H 5.0683 4.7761 0.4276 0.03 -0.12 -0.18 0.52
H 1.7858 4.1200 -2.0437 0.35 -0.06 0.09 0.50
H -0.5493 4.5400 -2.3665 0.13 -0.01 -0.19 0.44
H -2.0255 4.9764 -0.4695 -0.07 0.02 -0.23 0.60
H 1.2219 4.5101 2.1550 0.29 0.05 -0.07 0.76
C 2.6059 0.0418 0.9751 -0.21 -0.30 -0.32 -0.87
C 1.7907 -0.0939 2.2390 0.64 0.38 0.09 -0.29
O 0.4216 -0.4583 1.9394 -0.25 -0.04 0.08 -0.30
C 0.1776 -1.7364 1.7558 0.54 0.31 0.14 0.32
O 0.9740 -2.6319 1.8135 -0.50 -0.02 -0.04 -0.55
C -1.3258 -1.9316 1.4938 -0.59 -0.03 -0.24 0.91
F -1.8063 -1.0112 0.6548 0.12 0.04 -0.02 -0.26
F -2.0189 -1.8329 2.6386 0.15 -0.02 0.12 -0.29
F -1.5916 -3.1293 0.9665 0.24 -0.03 0.12 -0.20
H 2.1348 0.7497 0.2940 0.07 0.12 0.08 0.13
H 3.6074 0.3956 1.2090 -0.02 0.06 0.03 0.39
H 2.6869 -0.9119 0.4499 0.04 -0.05 0.11 0.30
H 1.7373 0.8630 2.7537 -0.25 0.01 -0.06 0.39
H 2.2299 -0.8134 2.9288 -0.17 -0.18 -0.07 0.26
C 2.9310 -4.8463 1.2624 0.52 -0.24 -0.26 -0.78
C 3.9628 -5.2632 2.2856 -0.59 0.21 0.21 -0.51
O 5.1106 -5.8728 1.6558 0.23 -0.14 0.04 -0.31
C 6.0337 -5.0425 1.1948 -0.51 0.08 0.29 0.36
O 6.0102 -3.8500 1.2495 0.24 0.04 -0.13 -0.51
C 7.1985 -5.8483 0.5995 0.33 -0.19 -0.30 0.89
F 6.7634 -6.8715 -0.1468 -0.07 0.02 0.03 -0.25
F 7.9636 -6.3558 1.5777 -0.07 0.03 0.10 -0.26
F 7.9698 -5.0847 -0.1673 -0.06 0.10 0.05 -0.24
H 2.6577 -5.6936 0.6379 0.04 -0.10 0.10 0.32
H 2.0432 -4.4667 1.7464 -0.06 0.00 0.08 0.36
H 3.3250 -4.0708 0.6045 -0.04 0.09 0.09 0.26
H 3.5510 -6.0230 2.9475 0.18 -0.16 -0.08 0.35
H 4.2740 -4.4242 2.9069 0.20 0.02 -0.13 0.36
C -5.8498 4.6212 1.6831 0.19 0.20 -0.21 -0.89
C -6.9315 4.1685 0.7275 -0.01 -0.25 0.60 -0.26
O -6.9843 5.0185 -0.4346 -0.12 0.06 -0.23 -0.33
C -6.1253 4.7353 -1.4044 -0.11 -0.23 0.50 0.40
O -5.3213 3.8525 -1.4045 0.10 0.04 -0.24 -0.51
C -6.3411 5.6976 -2.5822 0.07 0.36 -0.34 0.88
F -6.5122 6.9569 -2.1671 -0.01 -0.03 0.07 -0.25
F -7.4345 5.3443 -3.2760 -0.05 -0.10 0.07 -0.26
F -5.3053 5.6772 -3.4133 0.04 -0.11 0.06 -0.24
H -5.9888 5.6698 1.9484 -0.08 -0.03 0.07 0.32
H -5.8687 4.0223 2.5929 -0.02 -0.02 -0.02 0.38
H -4.8630 4.5298 1.2315 0.00 -0.10 0.03 0.13
H -7.9099 4.2484 1.1976 -0.07 0.16 -0.18 0.30
H -6.7952 3.1293 0.4311 0.11 0.07 -0.19 0.33
C 0.7082 -8.7059 -3.8082 0.23 0.16 0.13 -1.21
C -0.5126 -7.8295 -3.6298 -0.09 -0.50 -0.33 -0.10
O -0.3077 -6.8698 -2.5769 -0.08 0.20 0.15 -0.28
C 0.3376 -5.7599 -2.9167 -0.20 -0.42 -0.27 0.11
O 0.7603 -5.4904 -4.0000 0.12 0.20 0.06 -0.53
C 0.4232 -4.8256 -1.7021 0.20 0.52 0.67 1.14
F 0.7434 -5.4856 -0.5832 -0.12 -0.22 -0.22 -0.24
F -0.7562 -4.2305 -1.4797 -0.17 -0.05 -0.28 -0.24
F 1.3293 -3.8704 -1.8804 0.02 -0.11 -0.23 -0.26
H 0.9762 -9.1833 -2.8650 -0.09 -0.07 -0.01 0.31
H 0.5152 -9.4781 -4.5521 -0.04 0.01 0.00 0.39
H 1.5675 -8.1191 -4.1327 -0.05 0.01 -0.09 0.33
H -1.3676 -8.4288 -3.3231 -0.01 0.13 0.19 0.24
H -0.7827 -7.3234 -4.5555 0.10 0.17 0.06 0.34
C -3.4667 -5.7176 0.0028 0.09 -0.35 -0.08 -0.90
C -4.7154 -5.3968 -0.7859 0.16 0.44 0.49 -0.30
O -4.7915 -6.2121 -1.9741 -0.14 -0.06 -0.24 -0.34
C -5.2989 -7.4242 -1.8216 0.09 0.47 0.37 0.36
O -5.7013 -7.9065 -0.8050 -0.07 -0.25 -0.11 -0.52
C -5.3403 -8.1388 -3.1810 0.03 -0.29 -0.37 0.89
F -4.2085 -7.9515 -3.8729 0.04 0.04 0.06 -0.22
F -6.3536 -7.6739 -3.9231 -0.03 0.09 0.07 -0.26
F -5.5112 -9.4492 -3.0295 -0.02 0.02 0.12 -0.26
H -2.5851 -5.6160 -0.6280 0.00 0.12 0.03 0.14
H -3.3682 -5.0475 0.8550 -0.02 0.04 -0.03 0.34
H -3.4874 -6.7443 0.3701 -0.10 0.03 0.06 0.37
H -4.6888 -4.3656 -1.1319 0.01 -0.09 -0.25 0.31
H -5.6152 -5.5149 -0.1839 -0.04 -0.23 -0.11 0.37
```
Forces are in eV/Å.


Entry from OMol25: C33H37ClHfO2Si2 as an isolated structure at a distorted geometry (wB97M-V/def2-TZVPD).

Values from the calculation:
**ΔE to the lowest compared entry with this formula, charge and spin**: 4.8688 eV
**E**: -2516.62422 hartree
**Net charge**: +2
**Kohn-Sham gap (spin up / spin down)**: 4.79 / 4.79 eV

The geometry in XYZ format:
```
76
Properties=species:S:1:pos:R:3:forces:R:3:mulliken_charge:R:1
C -2.8047 -0.1920 2.9711 -0.67 -0.81 -0.86 -0.80
C -2.9955 -0.3320 1.5494 0.10 0.20 0.33 -0.77
C -2.2305 -1.4926 1.1204 -0.33 -0.27 0.39 -0.13
H -3.7230 0.2204 0.9519 0.25 -0.17 0.20 0.70
C -1.7317 -2.1251 2.3272 -0.66 0.57 -0.84 -0.88
C -2.1331 -1.3546 3.4299 -0.20 0.19 -0.42 -0.43
H -2.0842 -1.6746 4.4668 0.42 0.36 -0.26 0.79
H -3.2786 0.5573 3.6142 0.33 -0.27 -0.39 0.54
H -2.2525 -1.9358 0.1206 -0.10 0.05 0.43 0.99
H -1.2067 -3.0807 2.3723 -0.01 0.50 -0.08 0.32
Hf -0.7505 0.3343 1.2757 2.57 -0.77 6.09 0.37
Si -0.8819 0.6621 -1.2319 0.66 1.39 -6.73 0.60
C -0.9515 2.0536 -2.5133 -0.35 0.45 0.72 0.78
C -0.0149 1.9787 -3.5568 -0.07 0.03 -0.30 -0.12
H 0.7379 1.1805 -3.5721 -0.37 0.26 -0.07 0.21
C -0.0180 2.9211 -4.5912 -0.10 -0.15 0.36 -0.91
H 0.6936 2.8123 -5.4146 -0.28 0.13 0.30 0.44
C -0.9218 3.9905 -4.5513 0.15 -0.20 0.31 -0.56
H -0.9134 4.7293 -5.3513 -0.07 -0.16 0.22 0.42
C -1.7887 4.1274 -3.4628 -0.07 -0.08 0.10 -0.74
H -2.4535 4.9937 -3.3999 0.22 -0.35 -0.06 0.42
C -1.8140 3.1568 -2.4487 0.14 0.04 -0.39 -0.34
H -2.5047 3.2590 -1.6038 0.14 0.05 -0.38 0.32
C -1.2239 -0.8099 -2.3824 -0.54 -0.09 1.42 0.80
C -2.5390 -1.1005 -2.7935 0.50 -0.04 -0.18 -0.47
H -3.3792 -0.6061 -2.2940 0.22 -0.19 -0.31 0.48
C -2.7444 -1.9852 -3.8508 -0.14 -0.14 -0.06 -0.73
H -3.7628 -2.1846 -4.2025 0.45 0.03 0.17 0.46
C -1.6556 -2.6094 -4.4751 -0.20 0.36 0.20 -0.75
H -1.8130 -3.2931 -5.3023 -0.02 0.10 0.10 0.44
C -0.3595 -2.3384 -4.0465 0.41 -0.30 -0.30 -1.04
H 0.5021 -2.7892 -4.5435 -0.33 -0.01 0.14 0.48
C -0.1671 -1.4706 -2.9926 0.03 0.15 0.04 -0.38
H 0.9030 -1.2721 -2.6257 -2.01 -0.01 -0.77 1.37
H -1.8487 1.0241 -0.0657 -0.33 -0.03 -1.76 -0.09
Si 2.5162 -1.2890 -2.1631 -0.54 1.47 3.83 -0.37
C 2.3122 -2.6717 -0.9617 -0.68 -0.53 -0.66 0.86
C 1.0816 -3.2000 -0.5141 0.53 0.03 0.36 0.23
H 0.1388 -2.7966 -0.8785 0.16 -0.09 0.09 0.22
C 1.0778 -4.2418 0.4122 0.10 0.02 -0.15 -0.42
H 0.1248 -4.6153 0.7999 0.39 0.00 -0.21 0.50
C 2.2874 -4.8233 0.8172 -0.17 0.30 -0.02 -0.71
H 2.2676 -5.6692 1.5054 0.09 0.25 -0.19 0.42
C 3.5029 -4.3188 0.3492 -0.08 0.01 -0.05 -0.73
H 4.4416 -4.7668 0.6628 -0.17 0.05 -0.02 0.43
C 3.5178 -3.2460 -0.5420 -0.20 -0.05 0.18 -0.72
H 4.4583 -2.8340 -0.9111 -0.05 -0.28 0.16 0.37
C 2.2486 0.3831 -1.4309 -0.40 -0.94 -0.61 0.25
C 0.9648 0.7623 -0.6685 -1.49 -1.06 -0.10 1.52
H 0.8748 -0.0901 0.0942 0.67 -0.42 0.27 -0.64
C 0.9448 2.1000 -0.0824 -0.66 0.40 1.27 0.40
H -0.0190 2.6163 0.1400 0.64 -0.04 -0.72 -0.24
C 2.0944 2.8640 -0.0310 0.18 -0.17 0.35 -0.90
H 2.0356 3.8232 0.4742 0.14 0.06 -0.24 0.50
C 3.2736 2.4640 -0.6510 0.57 -0.08 0.12 -1.22
H 4.1373 3.1235 -0.6231 -0.16 -0.22 -0.02 0.42
C 3.3433 1.2347 -1.3392 -0.60 0.53 0.08 -0.33
H 4.2869 0.9277 -1.8098 -0.39 0.29 0.03 0.44
H 3.3619 -1.4579 -3.2285 1.45 -0.24 -1.80 -0.02
Cl 1.0861 -0.7990 2.1480 0.98 -0.48 0.55 -0.43
C 0.4706 -1.1170 5.3317 -0.12 -0.03 0.31 -0.77
O -0.1954 0.0247 4.7653 0.84 0.51 -0.06 -0.21
C 0.6609 1.1635 4.7236 -0.11 -0.56 0.41 -0.88
C -0.0424 2.3147 4.0605 0.11 -0.15 0.16 -0.69
O -0.6650 1.9419 2.7850 -0.36 0.23 -0.15 0.00
C -1.4992 3.0178 2.2991 0.08 0.48 0.32 -0.90
H 0.1324 -1.9937 4.7657 0.23 0.15 0.19 0.25
H 0.1527 -1.2228 6.3842 0.28 0.01 -0.37 0.28
H 1.5799 -1.0480 5.2784 -0.74 0.04 -0.06 0.37
H 0.8623 1.4768 5.7681 0.26 0.11 -0.50 0.48
H 1.6064 0.9318 4.2039 -0.27 0.00 0.24 0.47
H -0.8348 2.6892 4.7107 -0.13 -0.03 -0.20 0.49
H 0.6760 3.1111 3.8512 -0.09 0.01 0.03 0.32
H -2.0269 3.4615 3.1555 -0.02 -0.19 -0.36 0.51
H -2.2504 2.6230 1.5956 0.20 0.02 0.10 0.35
H -0.8775 3.7916 1.8258 -0.21 -0.26 0.05 0.29
```
Forces are in eV/Å.


Question: The lowest E belongs to which entry?
Answer: C33H37Cl2GeOOsS3SeSi